No. 1
DFT (wB97M-V/def2-TZVPD) results for a molecular structure, C21H31F6GaIN7O7S2.

Calculated values
HOMO in Eh: -0.551
Net charge: +2
HOMO-LUMO gap in eV: 9.93
Relative energy (zero: lowest compared OMol25 entry of this formula, charge and spin) in eV: 0.0000

Structure (XYZ):
```
76
Properties=species:S:1:pos:R:3:forces:R:3
Ga -0.315 0.004 0.245 0.3 0.0 0.4
F 1.417 -2.903 4.130 0.0 0.0 0.0
C 1.858 -1.658 4.126 0.0 0.0 0.0
F 1.014 -0.877 4.790 0.0 0.0 0.0
F 3.058 -1.586 4.659 0.0 0.0 0.0
S 1.936 -1.099 2.366 0.1 0.0 0.0
O 0.538 -1.137 1.928 -0.2 0.0 -0.1
O 2.871 -1.925 1.691 0.0 0.0 0.0
N 2.453 0.399 2.498 0.0 0.0 0.0
S 1.695 1.664 2.102 0.0 0.1 0.0
O 2.514 2.635 1.430 0.0 0.0 0.0
O 0.392 1.434 1.420 -0.1 0.1 -0.1
C 1.132 2.500 3.650 0.0 0.0 0.1
F 2.161 2.696 4.443 0.0 0.0 0.0
F 0.226 1.739 4.244 0.0 0.0 0.0
F 0.579 3.661 3.312 0.0 0.0 0.0
N 2.492 3.506 -1.205 0.0 0.0 0.1
C 1.246 2.745 -1.594 0.0 0.0 0.0
C 0.047 3.409 -0.932 0.0 0.0 0.0
C -1.266 2.717 -1.292 0.0 0.0 0.0
N -1.529 1.458 -0.490 -0.1 0.1 0.0
C -1.397 2.516 -2.802 0.0 0.0 0.0
C -0.172 1.918 -3.483 0.0 0.0 0.0
N -0.035 0.520 -3.061 0.0 0.0 0.0
C 1.094 2.692 -3.104 0.0 0.0 0.0
H 2.647 3.383 -0.184 0.0 0.0 -0.1
H 2.417 4.502 -1.421 0.0 0.0 0.0
H 3.313 3.143 -1.693 0.0 0.0 0.0
H 1.416 1.742 -1.210 0.0 0.0 0.0
H -0.032 4.436 -1.304 0.0 0.0 0.0
H 0.168 3.466 0.148 0.0 0.0 0.0
H -2.071 3.392 -0.993 0.0 0.0 0.0
H -2.285 0.963 -0.965 0.0 0.0 0.0
H -1.958 1.775 0.413 0.1 -0.1 -0.1
H -1.601 3.497 -3.237 0.0 0.0 0.0
H -2.280 1.909 -3.026 0.0 0.0 0.0
H -0.302 2.015 -4.565 0.0 0.0 0.0
H 0.773 0.097 -3.511 0.0 0.0 0.0
H -0.833 -0.011 -3.397 0.0 0.0 0.0
H 1.026 3.705 -3.514 0.0 0.0 0.0
H 1.964 2.215 -3.563 0.0 0.0 0.0
C -0.791 -3.199 -3.960 0.0 0.0 0.0
C -0.682 -4.329 -2.944 0.0 0.0 0.0
C 0.046 -3.916 -1.650 0.0 -0.1 0.1
C 0.092 -5.104 -0.656 0.0 0.0 0.0
C 0.769 -4.771 0.667 0.0 0.0 0.0
C 1.490 -3.573 -2.002 0.0 0.0 0.0
O 2.222 -4.322 -2.573 0.0 0.0 0.0
N 1.990 -2.298 -1.616 0.0 0.0 0.0
C 1.237 -1.394 -0.988 0.0 0.0 0.0
O 1.641 -0.269 -0.569 0.0 0.0 0.0
N -0.063 -1.616 -0.743 -0.3 0.0 -0.2
C -0.734 -2.796 -0.985 0.1 0.0 0.0
O -1.895 -2.897 -0.658 0.0 0.0 0.0
H -1.294 -3.540 -4.863 0.0 0.0 0.0
H 0.193 -2.830 -4.261 0.0 0.0 0.0
H -1.378 -2.366 -3.562 0.0 0.0 0.0
H -0.138 -5.173 -3.368 0.0 0.0 0.0
H -1.673 -4.682 -2.660 0.0 0.0 0.0
H 0.611 -5.920 -1.161 0.0 0.0 0.0
H -0.940 -5.417 -0.492 0.0 0.0 0.0
H 1.803 -4.447 0.531 0.0 0.0 0.0
H 0.792 -5.650 1.309 0.0 0.0 0.0
H 0.234 -3.986 1.210 0.0 0.0 0.0
H 2.983 -2.135 -1.737 0.0 0.0 0.0
I -2.679 -0.910 1.526 0.0 0.0 0.0
C -2.825 0.777 2.794 0.0 0.1 0.0
C -3.202 0.607 4.113 0.0 0.0 0.0
C -3.315 1.754 4.888 0.0 0.0 0.0
C -3.045 2.987 4.315 0.0 0.0 0.0
C -2.666 3.034 2.985 0.0 0.0 0.0
N -2.557 1.939 2.224 0.0 0.0 0.0
H -3.404 -0.374 4.517 0.0 0.0 0.0
H -3.615 1.680 5.924 0.0 0.0 0.0
H -3.127 3.901 4.886 0.0 0.0 0.0
H -2.445 3.978 2.504 0.0 0.0 0.0
```
Forces are in eV/Å.

Löwdin population analysis, charges in e, atoms 1 to 8: 0.273 0.183 -0.682 0.160 0.195 0.685 -0.357 -0.202

=====

No. 2
DFT (wB97M-V/def2-TZVPD) results for 2 unconnected molecules or ions with the total composition C4H12N2O2 at a distorted geometry.

Calculated values
HOMO (alpha / beta) in Eh: -0.549 / -0.549
Net charge: +1
HOMO-LUMO gap (alpha / beta) in eV: 11.72 / 6.11
2S+1: 2
Relative energy (zero: lowest compared OMol25 entry of this formula, charge and spin) in eV: 1.5250

Structure (XYZ):
```
20
Properties=species:S:1:pos:R:3:forces:R:3
C -0.896 0.711 0.637 0.8 -0.6 1.7
N 0.158 0.671 -0.318 1.0 1.1 1.1
C 1.521 0.249 -0.070 0.9 -0.1 0.5
N 1.953 -0.011 1.181 -0.5 -0.3 -0.4
O 2.205 0.172 -1.070 -0.4 -0.3 -0.2
C -2.124 -0.062 0.072 0.3 0.9 0.1
C -2.790 0.552 -1.130 -2.4 0.5 -1.0
H -1.069 1.745 1.030 -0.4 -0.2 -1.2
H -0.569 0.255 1.634 -0.1 0.0 -1.7
H 0.131 1.198 -1.204 -0.5 -0.5 0.1
H 1.547 0.358 2.020 -0.3 -0.1 0.0
H 2.759 -0.641 1.279 -0.1 0.4 -0.2
H -1.808 -1.085 -0.158 -0.1 0.2 0.3
H -2.758 -0.033 0.955 -0.5 -0.4 -0.2
H -2.279 0.693 -2.068 1.0 -0.7 -0.2
H -3.684 -0.073 -1.413 0.9 0.4 0.3
H -3.235 1.564 -1.067 0.3 -0.4 1.0
H 3.462 -2.830 -0.021 0.4 -0.3 0.2
H 3.490 -1.402 -0.413 0.5 0.2 -0.4
O 3.988 -2.031 0.125 -0.9 0.1 0.1
```
Forces are in eV/Å.

natural (NBO) population analysis, charges in e, atoms 1 to 8: -0.294 -0.184 0.719 -0.817 -0.474 -0.383 -0.670 0.295

=====

No. 3
DFT (wB97M-V/def2-TZVPD) results for 2 unconnected molecules or ions with the total composition C4H12N3 at a distorted geometry.

Calculated values
HOMO in Eh: -0.505
Net charge: +1
HOMO-LUMO gap in eV: 10.72
Relative energy (zero: lowest compared OMol25 entry of this formula, charge and spin) in eV: 1.3077

Structure (XYZ):
```
19
Properties=species:S:1:pos:R:3:forces:R:3
N 1.732 0.109 -2.492 -0.8 0.2 1.4
C 2.158 -0.590 -1.407 -0.7 1.3 0.7
N 1.891 -0.232 -0.181 0.5 -1.0 -0.6
H 0.984 0.803 -2.336 0.9 -0.6 -0.4
H 1.747 -0.367 -3.364 0.0 -0.1 -0.7
H 2.767 -1.447 -1.627 0.4 -0.3 -0.2
H 2.439 -0.851 0.434 -0.5 0.4 -0.1
C -1.931 -0.669 -0.033 -0.1 1.1 -0.1
C -1.515 0.140 1.155 -0.8 -0.1 1.3
C -2.033 0.174 2.391 -0.3 -0.9 -1.8
N -0.367 0.993 0.853 0.5 -0.1 -0.5
H -2.870 -1.180 0.144 0.0 -0.1 0.0
H -2.049 0.017 -0.904 -0.1 -0.5 0.4
H -1.144 -1.363 -0.264 0.3 -0.5 -0.3
H -1.678 0.819 3.149 0.4 0.6 0.7
H -2.877 -0.466 2.641 0.2 0.2 -0.1
H 0.529 0.415 0.521 -0.2 0.5 -0.2
H -0.099 1.581 1.636 0.0 0.0 0.2
H -0.614 1.616 0.075 0.2 -0.1 0.2
```
Forces are in eV/Å.

natural (NBO) population analysis, charges in e, atoms 1 to 8: -0.767 0.340 -0.819 0.392 0.411 0.188 0.380 -0.657

=====

No. 4
DFT (wB97M-V/def2-TZVPD) results for a molecular structure, C20H32B2NaO20 at a distorted geometry.

Calculated values
HOMO in Eh: -0.251
Net charge: -1
HOMO-LUMO gap in eV: 7.93
Relative energy (zero: lowest compared OMol25 entry of this formula, charge and spin) in eV: 0.7108

Structure (XYZ):
```
75
Properties=species:S:1:pos:R:3:forces:R:3
Na -0.330 0.519 1.155 0.1 0.0 -0.6
O 3.965 -2.154 -5.128 0.0 0.1 0.0
C 3.268 -2.595 -4.268 0.0 -0.1 -0.2
O 2.025 -2.228 -3.971 0.1 0.1 0.3
B 1.561 -2.991 -2.799 -0.1 -0.4 -0.6
O 2.560 -4.009 -2.570 0.0 -0.1 0.4
C 3.634 -3.777 -3.332 -0.2 0.1 0.1
O 4.659 -4.384 -3.296 0.0 0.0 -0.1
O 0.191 -3.555 -3.065 0.3 0.3 -0.1
C -0.684 -2.757 -2.507 -0.5 -0.1 0.3
O -1.884 -2.802 -2.587 0.0 0.0 -0.1
C 0.073 -1.783 -1.576 0.3 -0.5 -0.2
O 1.343 -2.107 -1.628 0.0 0.6 0.1
O -0.436 -0.944 -0.882 -0.2 0.3 0.4
O 3.820 -0.338 -0.308 -0.2 0.0 0.0
C 3.428 0.373 -1.190 0.4 0.2 0.1
O 3.998 0.581 -2.360 -0.2 -0.2 0.0
B 3.263 1.624 -3.117 0.1 0.2 -0.2
O 2.159 2.018 -2.208 -0.1 0.3 0.0
C 2.199 1.304 -1.118 -0.2 -0.4 -0.1
O 1.383 1.325 -0.230 -0.1 0.1 0.3
O 4.167 2.748 -3.425 0.2 -0.1 0.6
C 4.454 2.737 -4.709 -0.5 -0.2 -0.6
O 5.254 3.409 -5.283 0.4 0.3 0.0
C 3.458 1.748 -5.389 -0.3 0.2 0.5
O 2.743 1.193 -4.404 0.2 -0.3 -0.1
O 3.281 1.603 -6.557 0.1 -0.1 -0.2
C 0.903 -2.349 4.510 0.4 0.3 1.0
C 0.952 -1.389 3.347 -0.7 0.1 -0.8
C 1.004 -2.087 1.997 0.2 0.1 0.7
O -0.243 -0.545 3.387 0.2 0.0 -0.1
H 0.888 -1.780 5.449 0.1 0.0 -0.1
H 1.779 -2.998 4.552 0.0 0.0 -0.1
H 0.014 -2.977 4.565 -0.1 0.1 -0.5
H 1.786 -0.681 3.375 0.3 -0.4 0.4
H 0.076 -2.629 1.813 0.0 0.0 -0.1
H 1.840 -2.782 2.085 -0.1 -0.1 -0.5
H 1.215 -1.385 1.191 0.1 -0.2 -0.1
H 0.003 0.174 3.979 -0.3 0.1 0.0
C -3.387 -3.503 1.042 0.1 -0.1 0.0
C -3.529 -2.048 0.646 0.0 0.6 -0.4
C -4.914 -1.494 0.934 -0.5 -0.1 0.0
O -2.521 -1.228 1.259 0.1 0.0 0.2
H -4.303 -4.036 0.789 0.1 -0.1 0.0
H -3.208 -3.608 2.117 -0.2 0.1 0.0
H -2.550 -3.983 0.535 0.0 0.1 -0.1
H -3.332 -1.920 -0.422 0.1 -0.3 0.0
H -5.118 -0.520 0.488 0.4 0.1 0.1
H -5.097 -1.420 2.011 0.0 -0.1 0.0
H -5.675 -2.146 0.494 0.1 -0.1 0.2
H -2.605 -1.287 2.218 0.0 0.0 0.0
C -4.027 1.976 -1.667 -0.1 0.0 -1.4
C -2.554 1.678 -1.503 0.4 -0.1 1.0
C -1.661 2.847 -1.795 0.3 0.8 0.1
O -2.314 1.308 -0.105 0.0 -0.2 -0.6
H -4.650 1.133 -1.374 0.0 0.1 0.3
H -4.226 2.099 -2.744 0.0 0.0 0.1
H -4.344 2.914 -1.217 0.1 -0.1 0.4
H -2.263 0.822 -2.117 -0.1 0.0 0.0
H -0.606 2.670 -1.582 -0.1 -0.4 -0.1
H -1.939 3.688 -1.146 -0.2 0.0 -0.1
H -1.729 3.172 -2.834 -0.1 0.0 0.0
H -2.495 0.358 -0.092 0.0 0.0 0.4
C 1.162 4.226 3.960 0.2 0.3 0.0
C 0.578 2.848 3.711 0.2 -0.2 -0.4
C -0.871 2.929 3.271 0.0 0.2 0.3
O 1.280 2.217 2.621 -0.4 -0.1 0.3
H 2.254 4.219 3.931 0.0 -0.2 0.0
H 0.878 4.653 4.923 -0.2 -0.1 0.0
H 0.839 4.898 3.164 0.0 0.0 0.0
H 0.679 2.201 4.595 0.0 0.2 0.1
H -1.444 3.557 3.957 0.0 0.0 0.0
H -1.359 1.954 3.250 0.0 0.0 -0.2
H -0.911 3.410 2.293 -0.1 -0.2 -0.1
H 2.195 2.084 2.889 0.1 0.0 -0.2
```
Forces are in eV/Å.

Löwdin population analysis, charges in e, atoms 1 to 8: 0.354 0.168 -0.379 0.231 -0.866 0.237 -0.368 0.156

=====

Question: Which of these has the highest net charge?
Answer: C21H31F6GaIN7O7S2

=====

Question: Look up the net charge of the second one.
Answer: +1